No. 1
Entry from the Open Molecules 2025 dataset: the ion C4H8N3S with charge +1 (the ωB97M-V functional and the def2-TZVPD basis).

Values from the calculation:
LUMO energy, eV: -5.140
Total charge: +1
Molar mass, g mol⁻¹: 130.196
Energy relative to the best compared isomer or geometry (same formula, charge and spin), kJ/mol: 323.96
Structure (SMILES): Cc1[nH]c(=S)[nH][n+]1C
Gap between HOMO and LUMO, eV: 7.520
E, hartree: -719.32745

Last column: Löwdin charge in e.
Element x y z (Å)
C  0.15116  -2.06476  0.53238  0.025
C  -0.30880  -0.85230  -0.08124  -0.023
N  -1.32231  -0.48263  -0.77315  0.148
C  -1.34236  0.86534  -1.23401  -0.856
S  -2.60179  1.51425  -2.01910  0.757
N  -0.16215  1.42051  -0.87109  0.023
N  0.76069  0.61443  -0.25595  -0.032
C  1.39674  1.11146  0.92587  -0.062
H  -0.59722  -2.43918  1.23660  0.125
H  1.09271  -1.92401  1.05683  0.100
H  0.29018  -2.83779  -0.23119  0.126
H  -2.13067  -1.06234  -1.00048  0.187
H  0.00186  2.41944  -0.94341  0.179
H  0.71182  1.63448  1.60220  0.103
H  2.18750  1.79818  0.60577  0.108
H  1.87265  0.28491  1.44998  0.091

---

No. 2
Entry from the Open Molecules 2025 dataset: the ion C4H8N3S with charge +1 (the ωB97M-V functional and the def2-TZVPD basis).

Values from the calculation:
LUMO energy (spin up / spin down), eV: -4.339 / -8.047
Total charge: +1
Molar mass, g mol⁻¹: 130.196
Energy relative to the best compared isomer or geometry (same formula, charge and spin), kJ/mol: 367.60
Expectation value of S²: 2.0300
2S+1: 3
Gap between HOMO and LUMO (spin up / spin down), eV: 8.400 / 6.250
E, hartree: -719.19394

Last column: Löwdin spin population.
Element x y z (Å)
C  1.78954  1.93760  -1.85759  0.024
C  -0.40209  -1.14677  0.53256  0.092
C  1.18911  1.25790  -0.69879  0.167
C  -1.12040  -1.43301  1.83282  0.018
N  0.92768  -0.60128  0.74517  0.802
N  1.37733  0.24405  0.00790  0.356
N  -1.24969  -0.37878  -0.28249  0.138
S  0.63842  2.92869  -0.82393  0.357
H  2.73063  2.21256  -1.95550  -0.001
H  1.35079  1.68028  -2.78137  -0.005
H  -0.29279  -2.21851  0.08019  0.035
H  -1.49041  -0.50306  2.21808  0.001
H  -0.50974  -2.01759  2.48138  0.001
H  -2.07776  -1.82937  1.58492  0.001
H  -0.87621  -0.22554  -1.19362  0.007
H  -1.98441  0.09284  0.11027  0.005

---

No. 3
Entry from the Open Molecules 2025 dataset: the ion C4H8N3S with charge +1 (the ωB97M-V functional and the def2-TZVPD basis).

Values from the calculation:
LUMO energy (spin up / spin down), eV: -3.799 / -6.494
Total charge: +1
Molar mass, g mol⁻¹: 130.196
Energy relative to the best compared isomer or geometry (same formula, charge and spin), kJ/mol: 306.83
Expectation value of S²: 2.0355
2S+1: 3
Gap between HOMO and LUMO (spin up / spin down), eV: 9.903 / 6.913
E, hartree: -719.21708

Last column: Löwdin spin population.
Element x y z (Å)
C  2.45185  0.34198  -0.44044  0.084
C  -1.18440  0.09930  0.66856  0.039
C  1.11277  0.53481  0.06744  0.348
C  -2.39288  -0.18950  -0.30152  0.020
N  -0.77278  1.42714  0.62777  0.377
N  0.40046  1.59366  0.28761  -0.002
N  0.14414  -0.69945  0.26556  0.021
S  4.17538  -0.48330  0.26904  1.037
H  2.42183  -0.37335  -1.29587  0.037
H  2.72666  1.37380  -0.85599  0.006
H  -1.39921  -0.18282  1.73561  0.016
H  -2.80481  -1.20809  -0.31835  0.002
H  -2.40711  0.18699  -1.36071  0.000
H  -3.27069  0.26448  0.13504  0.000
H  0.57551  -1.20668  1.02130  0.008
H  0.22328  -1.47898  -0.50508  0.008

---

No. 4
Entry from the Open Molecules 2025 dataset: a cluster of 2 separate species, C4H8N4 in total (the ωB97M-V functional and the def2-TZVPD basis).

Values from the calculation:
LUMO energy (spin up / spin down), eV: -0.061 / -0.061
Total charge: 0
Molar mass, g mol⁻¹: 112.136
Energy relative to the best compared isomer or geometry (same formula, charge and spin), kJ/mol: 558.12
Gap between HOMO and LUMO (spin up / spin down), eV: 8.397 / 8.396
E, hartree: -376.03589

Last column: Löwdin charge in e.
Element x y z (Å)
C  0.37435  -1.22208  2.43187  -0.104
C  -0.75240  -1.66936  -1.36362  0.006
C  -0.38751  -2.09809  1.74559  -0.127
C  1.57193  -1.00121  -2.10068  -0.091
N  2.13162  0.28503  -1.87597  -0.025
N  1.32387  0.93778  -1.21396  -0.078
N  0.21132  -0.82320  -1.36962  -0.191
N  0.16784  0.39325  -0.93192  -0.004
H  0.01701  -0.12629  2.33950  0.072
H  1.24077  -1.51132  3.10953  0.064
H  -1.77242  -1.24907  -0.96928  0.129
H  -0.61853  -2.69857  -1.52755  0.069
H  -1.11588  -1.86378  1.00570  -0.016
H  -0.14465  -3.25601  1.98327  0.094
H  1.38616  -1.11977  -3.08853  0.085
H  2.06390  -1.79829  -1.58887  0.118

---

No. 5
Entry from the Open Molecules 2025 dataset: an isolated molecule of C4H8N4 (the ωB97M-V functional and the def2-TZVPD basis).

Values from the calculation:
LUMO energy, eV: 0.804
Total charge: 0
Molar mass, g mol⁻¹: 112.136
Energy relative to the best compared isomer or geometry (same formula, charge and spin), kJ/mol: 306.08
Structure (SMILES): [H]/N=C(N)/C=C\NN=C
Gap between HOMO and LUMO, eV: 9.194
E, hartree: -376.13188

Last column: Löwdin charge in e.
Element x y z (Å)
H  1.92189  1.92410  0.59515  0.069
N  1.24506  1.14848  0.40492  0.071
C  1.44163  -0.01349  0.94040  -0.552
N  2.42331  -0.13720  1.89893  0.068
C  0.57976  -1.13355  0.71056  -0.075
C  -0.61040  -1.17770  -0.07115  -0.083
N  -1.25765  0.08468  -0.29264  -0.034
N  -1.98374  -0.09325  -1.56817  -0.068
C  -2.20046  0.98116  -2.26253  -0.075
H  2.62459  0.68620  2.47739  0.098
H  2.41583  -1.11722  2.40823  0.140
H  0.95678  -2.17751  0.97572  0.107
H  -1.07003  -2.14134  -0.21081  0.097
H  -0.49993  0.79513  -0.34023  0.058
H  -2.84079  1.04910  -3.16274  0.057
H  -1.76036  2.02410  -1.74769  0.122

---

No. 6
Entry from the Open Molecules 2025 dataset: an isolated molecule of C4H8N4 (the ωB97M-V functional and the def2-TZVPD basis).

Values from the calculation:
LUMO energy, eV: 0.299
Total charge: 0
Molar mass, g mol⁻¹: 112.136
Energy relative to the best compared isomer or geometry (same formula, charge and spin), kJ/mol: 665.73
Structure (SMILES): [H]/N=C\N/N=C/N1CC1
Gap between HOMO and LUMO, eV: 9.328
E, hartree: -375.99490

Last column: Löwdin charge in e.
Element x y z (Å)
H  1.19580  1.23484  -0.73040  0.099
N  2.18706  1.39960  -0.06648  0.015
C  2.49074  0.11504  -0.02543  -0.393
N  1.63122  -0.94940  -0.02588  -0.102
N  0.29382  -0.55743  -0.53211  0.051
C  -0.26039  -0.45779  0.74012  -0.106
N  -1.65960  -0.31347  0.57186  -0.167
C  -2.33609  -0.34718  -0.62532  -0.216
C  -2.22183  1.04967  0.04161  -0.070
H  3.56701  -0.15539  0.50912  0.145
H  1.90778  -1.74235  -0.48799  0.076
H  -0.00740  -0.59791  1.89987  0.183
H  -1.86443  -0.53478  -1.62395  0.109
H  -3.32702  -0.89612  -0.24571  0.147
H  -1.62403  1.85008  -0.46844  0.094
H  -3.04985  1.62812  0.72994  0.135

---

No. 7
Entry from the Open Molecules 2025 dataset: an isolated molecule of C4H8N4 (the ωB97M-V functional and the def2-TZVPD basis).

Values from the calculation:
LUMO energy, eV: 0.516
Total charge: 0
Molar mass, g mol⁻¹: 112.136
Energy relative to the best compared isomer or geometry (same formula, charge and spin), kJ/mol: 186.58
Structure (SMILES): [H]/N=C(CN)\C(N=C)=N\[H]
Gap between HOMO and LUMO, eV: 9.580
E, hartree: -376.17740

Last column: Löwdin charge in e.
Element x y z (Å)
H  0.06391  -1.57457  1.76930  0.056
N  0.74816  -1.25854  1.10148  0.172
C  0.44107  -0.25409  0.42911  -0.321
C  1.44686  0.29569  -0.65143  -0.239
N  2.48132  -0.64156  -0.98789  -0.020
C  -0.66666  0.74461  0.57076  -0.455
N  -1.60648  0.60573  -0.42384  0.062
C  -2.60642  -0.14407  -0.48766  0.002
N  -0.62372  1.62581  1.48244  0.165
H  -1.47636  2.17345  1.57177  0.054
H  0.89652  0.56362  -1.55455  0.106
H  1.89092  1.21489  -0.24527  0.121
H  2.07301  -1.51465  -1.31289  0.068
H  3.03910  -0.86294  -0.16174  0.069
H  -2.88602  -0.86234  0.28316  0.086
H  -3.21521  -0.11103  -1.38275  0.073